1.
DFT (ωB97M-V with the def2-TZVPD basis set) results for C5H5NO as an isolated structure at a distorted geometry.

Geometry (Å):
O1 -0.713 1.154 -1.071
C1 0.124 1.053 0.042
C2 1.181 0.064 -0.042
C3 -0.448 -0.076 1.036
C4 0.483 -0.987 0.364
C5 -0.845 -0.107 -1.617
N1 -1.254 -0.812 -2.455
H1 0.347 2.044 0.411
H2 2.243 0.087 -0.080
H3 -1.483 -0.314 0.838
H4 -0.317 0.044 2.109
H5 0.819 -1.945 0.677

Its multiplicity is 1. Its gap between HOMO and LUMO is 10.281 eV.



2.
DFT (ωB97M-V with the def2-TZVPD basis set) results for a 2-piece molecular cluster, C6H14N2O2 overall at a distorted geometry.

Geometry (Å):
C1 0.192 0.329 2.797
N1 0.198 -0.644 1.615
C2 0.030 -2.026 1.785
C3 0.267 -2.900 0.515
O1 -0.063 -2.535 2.840
H1 -0.201 -0.056 3.628
H2 1.249 0.709 2.859
H3 -0.441 1.139 2.480
H4 0.340 -0.224 0.633
H5 0.458 -4.024 0.895
H6 -0.783 -2.888 -0.135
H7 0.954 -2.278 0.019
C4 1.711 1.168 -2.098
N2 0.346 0.797 -1.498
C5 -0.717 1.765 -1.604
C6 -2.110 1.375 -1.280
O2 -0.268 2.864 -1.716
H8 1.910 2.177 -2.231
H9 2.572 0.809 -1.476
H10 1.790 0.608 -2.987
H11 0.134 -0.213 -1.630
H12 -2.249 0.284 -1.108
H13 -2.350 2.011 -0.323
H14 -2.971 1.753 -1.981

As for the SMILES: CNC(C)=O.CNC(C)=O. Its multiplicity is 1. Its gap between HOMO and LUMO is 9.965 eV.



3.
DFT (ωB97M-V with the def2-TZVPD basis set) results for a 2-piece molecular cluster, C5H8FN overall at a distorted geometry.

Geometry (Å):
C1 0.856 0.532 -0.476
C2 2.028 0.327 -0.552
C3 -1.231 -0.054 1.790
C4 -0.468 1.022 -0.456
C5 -1.311 -0.019 0.251
N1 3.302 -1.557 -2.430
F1 2.264 -2.129 -2.048
H1 -1.660 -0.952 2.292
H2 -1.483 0.824 2.260
H3 -0.152 -0.248 1.974
H4 -0.840 1.127 -1.446
H5 -0.581 1.949 0.036
H6 -1.175 -0.927 -0.299
H7 -2.363 0.186 -0.093
H8 2.815 -0.082 -0.804

Its multiplicity is 1. Its gap between HOMO and LUMO (spin up / spin down) is 9.487 / 9.396 eV.



4.
DFT (ωB97M-V with the def2-TZVPD basis set) results for a 2-piece molecular cluster, C4H13NO2 overall at a distorted geometry.

Geometry (Å):
C1 0.698 1.936 -0.575
C2 -0.234 1.143 0.299
C3 -0.020 -0.387 0.220
N1 -1.284 -1.020 0.543
C4 1.178 -0.727 1.150
O1 1.141 -2.044 1.730
H1 0.430 2.977 -0.785
H2 0.865 1.492 -1.562
H3 1.723 2.085 -0.216
H4 -1.276 1.291 0.014
H5 -0.054 1.454 1.327
H6 0.356 -0.691 -0.756
H7 -1.531 -0.828 1.492
H8 -1.204 -2.036 0.595
H9 1.212 -0.098 2.043
H10 2.117 -0.538 0.639
H11 0.790 -2.636 1.053
O2 -1.928 -0.590 -2.520
H12 -1.378 0.004 -3.031
H13 -1.599 -0.785 -1.660

As for the SMILES: CC[C@H](N)CO.O. Its multiplicity is 1. Its gap between HOMO and LUMO is 10.759 eV.



The following electronic energy values (in hartree) correspond, in order, to the records above: -323.3587 -496.9516 -349.6381 -365.4102.
The following energy above the lowest of the compared OMol25 structures with the same formula, charge and spin values (in eV) correspond, in order, to the records above: 4.380 2.882 7.651 0.879.